[1]
{"formula": "C6H13P", "method": "wB97M-V/def2-TZVPD", "mol_weight_g_mol": 116.1, "orbital_gap_ha": 0.340, "de_lowest_kcal_mol": 63.08, "e_homo_ev": -8.590, "species": ["C", "P", "C", "C", "C", "H", "H", "H", "H", "H", "H", "H", "H", "H", "C", "C", "H", "H", "H", "H"], "xyz": [[3.0210, -1.5719, -0.0026], [2.0480, -0.2872, 0.9702], [0.9440, 0.4635, -0.0879], [0.6920, 0.6459, -1.5874], [0.0891, 1.6284, 0.6296], [2.8459, -1.6436, -1.1093], [3.9854, -1.4044, 0.1908], [2.9214, -2.6369, 0.2598], [0.1603, 1.6339, -1.7836], [1.6183, 0.5126, -2.2335], [0.0041, -0.1702, -1.9159], [-0.0120, 1.4398, 1.6936], [-0.8038, 1.4911, 0.1377], [0.5155, 2.6890, 0.4595], [-3.2114, -0.4011, 1.3345], [-2.8334, -0.6923, 0.0688], [-3.7671, 0.5117, 1.6527], [-2.8877, -0.9070, 2.2393], [-1.9940, -1.2120, -0.2288], [-3.3355, -0.0894, -0.6873]], "lowdin_charge": [-0.38, 0.91, -0.63, -0.15, -0.17, 0.04, -0.06, 0.03, 0.09, 0.08, 0.07, 0.04, 0.00, 0.10, -0.07, -0.07, 0.06, 0.04, 0.01, 0.05]}

[2]
{"formula": "ClH2O2PS", "method": "wB97M-V/def2-TZVPD", "mol_weight_g_mol": 132.5, "orbital_gap_ha": 0.327, "de_lowest_kcal_mol": 27.41, "e_homo_ev": -10.154, "species": ["O", "P", "O", "S", "Cl", "H", "H"], "xyz": [[-0.1723, 0.5292, 0.7429], [1.0845, 0.2187, -0.0553], [0.4738, 0.0343, -1.5219], [2.6375, 1.3398, 0.1229], [1.3903, -2.3499, 0.0714], [-0.3095, 0.9198, 1.6225], [0.0990, -0.8140, -1.7641]], "lowdin_charge": [-0.19, 0.04, -0.25, 0.31, -0.09, 0.12, 0.05]}

[3]
{"formula": "ArH24O12", "method": "wB97M-V/def2-TZVPD", "mol_weight_g_mol": 256.1, "orbital_gap_ha": 0.345, "de_lowest_kcal_mol": 32.70, "e_homo_ev": -10.034, "species": ["Ar", "O", "H", "H", "O", "H", "H", "O", "H", "H", "O", "H", "H", "O", "H", "H", "O", "H", "H", "O", "H", "H", "O", "H", "H", "O", "H", "H", "O", "H", "H", "O", "H", "H", "O", "H", "H"], "xyz": [[0.3618, -0.1333, 0.0007], [2.9182, 0.3614, 2.3100], [2.8850, -0.5716, 2.0987], [2.1597, 0.5065, 2.8756], [-1.9823, -1.8841, 1.4134], [-2.3726, -2.2058, 2.2261], [-2.6939, -1.4194, 0.9730], [-1.9760, -3.7852, -0.5872], [-2.6644, -4.4289, -0.4200], [-2.0263, -3.1820, 0.1543], [-1.1688, 2.7555, 2.6207], [-1.3993, 2.4249, 1.7525], [-1.9795, 2.6901, 3.1254], [0.6031, 2.9960, -1.2322], [0.7432, 3.7841, -0.7074], [-0.3483, 2.8957, -1.2654], [-2.2713, -1.6048, -2.2736], [-1.5240, -1.7369, -2.8571], [-2.0567, -2.1112, -1.4903], [4.4196, 0.0561, -1.9560], [3.9703, 0.6135, -1.3207], [4.2845, -0.8344, -1.6318], [-1.9009, 1.2557, -2.7809], [-2.7811, 1.4507, -3.1024], [-1.9137, 0.3155, -2.6016], [0.5946, 1.2429, 4.0983], [0.7334, 1.9764, 4.6975], [-0.0284, 1.5754, 3.4522], [0.3738, 0.8107, -4.3906], [-0.2831, 0.4346, -4.9765], [-0.1142, 1.0435, -3.6007], [2.9104, 1.8754, -0.2696], [2.1215, 2.2071, -0.6984], [2.5931, 1.4738, 0.5393], [0.0221, -3.7444, 2.3006], [-0.3287, -2.8893, 2.0515], [0.1193, -4.2144, 1.4724]], "lowdin_charge": [0.21, -0.05, 0.04, -0.01, -0.07, 0.08, 0.07, -0.05, 0.06, -0.02, -0.03, 0.04, 0.06, -0.05, 0.06, 0.03, -0.05, 0.05, -0.02, -0.06, -0.03, 0.02, -0.05, 0.05, -0.01, -0.05, 0.05, -0.02, -0.06, 0.02, -0.02, -0.08, -0.03, -0.03, -0.05, -0.02, 0.03]}

[4]
{"formula": "C22H39Cl3N2O3PS2", "method": "wB97M-V/def2-TZVPD", "mol_weight_g_mol": 581.0, "orbital_gap_ha": 0.230, "charge": 1, "de_lowest_kcal_mol": 0.00, "e_homo_ev": -10.138, "species": ["C", "C", "O", "C", "C", "O", "C", "C", "C", "C", "C", "S", "C", "S", "N", "C", "C", "C", "C", "C", "P", "C", "C", "C", "C", "N", "C", "O", "C", "H", "H", "H", "H", "H", "H", "H", "H", "H", "H", "H", "H", "H", "H", "H", "H", "H", "H", "H", "H", "H", "H", "H", "H", "H", "H", "H", "H", "H", "H", "H", "H", "H", "H", "H", "H", "H", "H", "C", "Cl", "Cl", "Cl", "H"], "xyz": [[0.9725, -1.7337, 2.7007], [0.9336, -0.3199, 3.2946], [0.3369, 0.6382, 2.4303], [1.2517, 1.1045, 1.4473], [0.3667, 1.8241, 0.4434], [1.0485, 2.4170, -0.6916], [2.0257, 1.6917, -1.2566], [1.8864, 0.4198, -1.7990], [0.5434, -0.2865, -1.8177], [-0.4622, 0.5411, -2.6931], [-1.8663, 0.6599, -2.1157], [-2.8067, -0.8895, -2.3698], [-4.4584, -0.5125, -1.6731], [-5.5401, 0.1349, -2.6928], [-4.6620, -0.8597, -0.3474], [-6.0884, -0.9801, 0.0117], [-6.8043, 0.3430, 0.3846], [-3.8928, -0.0412, 0.6199], [-2.5842, -0.8002, 1.0028], [2.9929, -0.2057, -2.3675], [3.0121, -1.9008, -3.1200], [2.3311, -3.1497, -1.9402], [2.0762, -1.9282, -4.7048], [4.2111, 0.4768, -2.4000], [4.2781, 1.7140, -1.8840], [3.2235, 2.3040, -1.3164], [3.4521, 3.6975, -0.8078], [4.6856, 3.8291, -0.1969], [4.7088, 3.1884, 1.0986], [1.1588, -2.4925, 3.4619], [0.0936, -1.9464, 2.0884], [1.8429, -1.7856, 2.0259], [1.9208, 0.0216, 3.6352], [0.2946, -0.3825, 4.1867], [1.9289, 1.7951, 1.9688], [1.7742, 0.2253, 1.0472], [-0.4538, 1.1707, 0.1589], [-0.1001, 2.6583, 0.9728], [0.6578, -1.2487, -2.3115], [0.1753, -0.5027, -0.8121], [-0.0260, 1.5093, -2.9510], [-0.5606, 0.0159, -3.6516], [-1.9107, 0.9951, -1.0790], [-2.3971, 1.4224, -2.7002], [-6.6190, -1.5093, -0.7782], [-6.1211, -1.6319, 0.8938], [-7.8530, 0.2380, 0.0940], [-6.3611, 1.2219, -0.0795], [-6.8122, 0.4489, 1.4738], [-4.4239, 0.0946, 1.5598], [-3.6304, 0.9182, 0.1620], [-2.8478, -1.8594, 1.0421], [-2.1976, -0.4391, 1.9610], [-1.8022, -0.6938, 0.2507], [1.7161, -2.6548, -1.1783], [3.1172, -3.6895, -1.4134], [1.6803, -3.8623, -2.4549], [2.4858, -1.1693, -5.3732], [0.9881, -1.8265, -4.6141], [2.2572, -2.9127, -5.1450], [5.0671, 0.0075, -2.8681], [5.2173, 2.2504, -1.9405], [2.6168, 4.0659, -0.2133], [3.5046, 4.3320, -1.6999], [5.3662, 2.3165, 1.0541], [3.7046, 2.8228, 1.3314], [4.9896, 3.8967, 1.8774], [-0.7941, -2.6159, 6.6434], [0.5315, -1.4467, 6.6624], [-1.6976, -2.5063, 5.1282], [-0.1854, -4.2503, 6.8874], [-1.4668, -2.3775, 7.4572]], "lowdin_charge": [-0.07, -0.27, -0.15, -0.18, -0.09, 0.02, -0.22, -0.11, -0.13, -0.22, -0.48, 0.86, -1.07, 0.74, -0.21, -0.26, -0.10, -0.20, -0.08, -0.26, 0.93, -0.27, -0.28, -0.04, -0.02, 0.09, -0.14, -0.14, -0.03, 0.07, 0.07, 0.06, 0.13, 0.05, 0.12, 0.12, 0.09, 0.15, 0.07, 0.11, 0.12, 0.10, 0.04, 0.09, 0.09, 0.12, 0.08, 0.06, 0.07, 0.12, 0.11, 0.09, 0.07, 0.01, 0.02, 0.04, 0.05, 0.04, 0.03, 0.04, 0.11, 0.16, 0.15, 0.16, 0.10, 0.06, 0.10, -1.53, 0.55, 0.53, 0.54, 0.02]}

[5]
{"formula": "C23H17Cl5CrN2O3S2", "method": "wB97M-V/def2-TZVPD", "spin_multiplicity": 5, "mol_weight_g_mol": 662.8, "orbital_gap_ha": [0.268, 0.289], "e_homo_ev": [-7.667, -8.347], "s_squared": 6.021, "species": ["Cr", "Cl", "C", "C", "C", "Cl", "C", "Cl", "C", "Cl", "C", "Cl", "O", "S", "O", "N", "C", "C", "C", "C", "C", "C", "C", "C", "N", "C", "C", "C", "C", "C", "C", "C", "H", "H", "H", "H", "H", "H", "H", "H", "H", "H", "H", "C", "S", "C", "O", "H", "H", "H", "H", "H", "H"], "xyz": [[-0.0875, 0.5455, 0.3456], [-2.1994, -0.1389, 1.5612], [-1.6256, 1.2110, 2.4703], [-0.3508, 1.6258, 2.0634], [0.1293, 2.7355, 2.7634], [1.6686, 3.3605, 2.3093], [-0.5788, 3.3714, 3.7827], [0.0705, 4.7334, 4.6108], [-1.8389, 2.8951, 4.1414], [-2.7342, 3.6495, 5.3942], [-2.3794, 1.7938, 3.4710], [-3.9225, 1.1889, 3.9131], [-0.9152, 1.7380, -3.0510], [-1.4145, 0.8373, -2.0520], [-1.9283, 1.4499, -0.8279], [-0.3076, -0.1735, -1.4873], [0.8414, -0.4901, -2.1592], [0.9538, -0.9841, -3.4488], [2.2120, -1.3331, -3.9422], [3.3431, -1.2137, -3.1718], [3.2722, -0.6706, -1.8760], [4.3926, -0.4620, -1.0442], [4.2044, 0.2105, 0.1408], [2.9262, 0.6100, 0.5265], [1.8260, 0.3384, -0.1710], [2.0068, -0.2792, -1.3797], [-2.7073, -0.1586, -2.7796], [-2.8708, -1.4441, -2.3024], [-3.7542, -2.2971, -2.9412], [-4.4722, -1.8517, -4.0406], [-4.3207, -0.5504, -4.4944], [-3.4319, 0.3038, -3.8616], [0.0677, -1.1096, -4.0547], [2.2963, -1.7053, -4.9529], [4.3087, -1.5041, -3.5575], [5.3679, -0.8165, -1.3437], [5.0382, 0.4299, 0.7903], [2.7776, 1.1544, 1.4450], [-2.2897, -1.7694, -1.4518], [-3.8746, -3.3092, -2.5843], [-5.1624, -2.5219, -4.5323], [-4.8899, -0.2047, -5.3431], [-3.2746, 1.3163, -4.1971], [0.1653, -0.9089, 4.3901], [1.0809, -1.9206, 3.1588], [2.7144, -1.1281, 3.4747], [0.6419, -1.4268, 1.8355], [0.6549, -0.9871, 5.3520], [-0.8452, -1.2970, 4.4592], [0.1351, 0.1255, 4.0592], [3.0718, -1.4631, 4.4425], [2.6141, -0.0482, 3.4520], [3.3945, -1.4569, 2.6953]], "lowdin_charge": [0.60, 0.80, -0.70, -0.28, -0.70, 0.71, -0.71, 0.68, -0.71, 0.69, -0.71, 0.70, -0.27, 0.62, -0.37, -0.23, -0.26, 0.01, -0.07, -0.04, -0.15, 0.01, -0.04, -0.12, 0.02, -0.13, -0.27, -0.06, -0.07, -0.08, -0.07, -0.05, 0.12, 0.11, 0.11, 0.12, 0.11, 0.06, 0.11, 0.11, 0.10, 0.11, 0.12, -0.22, 0.88, -0.23, -0.60, 0.05, 0.05, 0.03, 0.05, 0.05, 0.04]}

[6]
{"formula": "C9H13N2O2", "method": "wB97M-V/def2-TZVPD", "mol_weight_g_mol": 181.2, "orbital_gap_ha": 0.325, "charge": 1, "de_lowest_kcal_mol": 23.59, "e_homo_ev": -13.220, "species": ["C", "C", "C", "C", "C", "C", "N", "C", "O", "C", "C", "N", "O", "H", "H", "H", "H", "H", "H", "H", "H", "H", "H", "H", "H", "H"], "xyz": [[-1.7833, -2.2402, 1.6191], [-0.6964, -1.6055, 1.1874], [-0.2500, -0.2973, 1.7925], [-0.6551, 0.9210, 0.9421], [0.2837, 1.1636, -0.2365], [1.6031, 1.6424, -0.0270], [2.1659, 2.3359, -1.0223], [1.3195, 2.5469, -1.9730], [1.5449, 3.1545, -3.0745], [-0.2227, 1.7935, -1.5068], [0.0941, -2.1350, 0.0477], [0.1560, -3.4501, -0.1100], [0.6915, -1.3904, -0.7552], [-2.3684, -1.8441, 2.4321], [-2.1572, -3.1448, 1.1707], [0.8311, -0.3035, 1.9404], [-0.7182, -0.2046, 2.7725], [-1.6692, 0.7692, 0.5698], [-0.6633, 1.8072, 1.5792], [0.5708, -0.0039, -0.5260], [2.2027, 1.4638, 0.8523], [0.7885, 3.2282, -3.6790], [-0.9481, 2.5841, -1.3449], [-0.5281, 1.1230, -2.3009], [-0.2759, -4.0895, 0.5362], [0.6842, -3.8244, -0.8858]], "lowdin_charge": [0.12, -0.22, -0.13, -0.12, -0.34, 0.03, 0.15, -0.24, 0.21, 0.05, -0.43, 0.22, 0.06, 0.09, 0.08, 0.13, 0.12, 0.13, 0.13, 0.14, 0.15, 0.16, 0.12, 0.12, 0.12, 0.14]}